The following is a DFT calculation (wB97M-V/def2-TZVPD) of 10 unconnected molecules or ions with the total composition C34H95N7O13 in a non-equilibrium geometry.

```
149
Properties=species:S:1:pos:R:3:forces:R:3:lowdin_charge:R:1
H -18.323 20.564 5.040 -0.371 0.843 -0.080 0.137
C -13.064 20.072 4.444 2.173 1.722 -1.096 -0.166
O -11.727 19.654 4.124 -0.422 0.381 0.265 -0.242
C -15.885 20.661 -0.313 1.424 0.402 0.223 -0.228
H -13.541 15.205 0.098 0.024 -1.005 0.445 0.049
C -12.535 24.216 6.270 -0.608 1.027 -0.683 -0.079
H -16.156 27.839 5.504 -0.252 0.553 1.027 0.064
O -10.845 23.252 9.444 1.113 0.886 -0.038 -0.212
H -15.838 17.805 5.200 -0.375 -1.064 -0.371 0.093
H -15.619 22.556 6.299 -0.091 -0.466 -0.194 0.066
H -13.847 23.833 0.142 0.007 -0.423 -0.183 0.052
H -14.204 26.734 3.910 0.503 -0.344 -0.448 0.062
O -13.274 23.801 0.920 0.334 0.555 0.373 -0.088
H -20.025 19.108 1.410 0.137 0.832 0.644 0.113
H -14.410 15.504 2.898 -0.344 0.714 -0.427 0.119
H -15.280 21.993 3.673 0.547 -1.807 -0.040 0.109
H -20.201 19.189 5.506 0.091 -0.137 -0.903 0.078
H -13.479 16.779 0.768 -0.171 0.650 0.463 0.045
H -13.440 18.639 -1.621 -0.491 0.970 0.742 0.026
O -21.036 17.112 0.797 1.036 -0.969 0.254 -0.170
O -20.124 21.267 6.825 -0.148 -0.096 -1.165 -0.209
H -12.286 17.681 -2.150 0.118 -0.413 0.020 0.069
H -20.210 21.282 2.826 0.115 0.106 -0.572 0.093
O -14.533 20.156 -0.334 -0.721 0.862 -1.106 -0.100
C -20.737 18.104 -0.098 -0.982 0.879 -2.027 -0.261
N -13.878 19.147 2.326 0.800 -1.174 -0.532 0.074
H -11.987 25.525 9.242 -0.303 0.017 0.182 0.074
H -20.580 19.216 3.847 0.475 0.282 0.801 0.076
C -19.596 18.881 0.447 -1.018 -0.096 0.665 -0.505
C -11.520 22.205 10.084 0.239 -0.037 -1.312 -0.101
H -12.914 18.728 2.300 -1.364 0.316 -0.159 0.087
H -22.326 15.847 1.561 -0.400 -0.099 -0.460 0.097
H -11.056 23.416 0.436 0.427 -0.162 -0.868 0.063
C -15.931 22.193 -0.235 0.310 -0.458 0.070 -0.215
O -14.329 16.550 4.769 -0.067 0.614 -0.242 -0.202
H -13.236 25.028 6.016 0.403 -0.225 -0.263 0.067
C -16.104 25.195 5.763 -0.935 -0.205 -0.782 -0.220
H -11.730 16.851 2.602 -0.455 -0.319 0.844 0.073
H -17.816 26.193 5.293 -2.356 0.126 0.792 0.110
N -13.286 17.759 -2.044 0.041 -0.057 -0.782 0.052
H -10.869 19.778 2.613 -0.538 -0.236 1.123 -0.011
H -16.419 20.156 0.490 -0.358 0.183 -0.032 0.089
H -11.473 21.772 1.880 0.021 -0.061 0.299 0.088
H -15.250 13.986 -1.099 0.902 -0.154 -0.106 0.074
H -14.451 14.627 4.415 -0.549 -0.922 -0.199 0.119
H -15.637 23.575 7.757 0.333 0.153 -0.013 0.074
H -17.793 24.458 3.541 -0.244 -0.628 0.399 0.061
C -20.182 21.672 5.422 0.639 -0.891 0.751 -0.167
H -15.672 22.525 0.764 -0.271 0.200 0.433 0.095
C -19.311 20.738 4.558 0.484 -1.096 2.044 -0.463
H -10.991 22.400 7.531 -0.611 0.860 0.408 0.128
H -22.440 15.897 -0.278 0.729 -0.190 0.248 0.094
C -12.376 24.233 7.770 1.949 -1.547 -0.863 -0.435
H -10.535 16.079 3.659 -1.940 0.783 0.439 0.115
C -15.414 16.885 -1.316 -0.353 -0.795 -0.833 -0.187
H -16.210 25.052 2.998 -0.652 0.119 0.019 0.062
C -15.211 20.841 3.550 0.453 2.122 -0.964 -0.034
H -13.158 23.635 8.199 -0.724 0.039 0.373 0.102
C -15.721 16.716 4.942 -0.244 1.009 -0.144 -0.102
H -14.554 24.765 3.111 -0.051 0.034 -0.419 0.070
C -13.550 25.136 2.907 -0.349 -0.390 0.896 -0.279
H -11.403 13.800 2.841 -1.141 0.327 -0.018 0.085
H -20.123 20.685 -0.646 -0.681 0.596 0.353 0.070
H -9.858 19.766 4.814 1.106 -0.573 -0.064 0.087
C -13.225 25.140 1.440 0.360 -0.420 -0.251 -0.208
C -13.811 20.305 3.177 -0.864 2.025 -0.208 -0.415
H -15.283 24.739 5.223 0.606 0.008 -0.009 0.094
H -13.035 13.386 2.975 0.994 0.893 -0.150 0.088
H -16.587 27.854 3.881 0.371 -0.196 0.986 0.101
H -15.807 20.653 2.681 -0.805 -0.214 -0.431 0.046
H -20.601 17.790 -1.153 0.336 -0.570 0.325 0.142
C -16.050 14.629 -1.419 -0.351 -0.319 0.811 -0.117
H -11.783 26.199 7.833 0.253 0.174 -0.710 0.071
H -15.667 17.780 -0.789 -0.083 0.691 0.468 0.091
H -21.211 21.641 5.036 0.013 0.040 0.190 0.130
C -11.657 16.421 3.634 1.638 -1.294 -1.037 -0.052
H -18.642 20.494 2.554 0.058 0.134 0.062 0.066
H -9.774 21.122 -0.534 -0.538 -0.201 -0.104 0.125
H -14.289 19.851 0.543 0.176 -0.371 0.942 0.024
H -15.762 25.845 6.564 0.366 0.016 0.263 0.130
H -12.259 14.817 4.870 0.070 -0.211 0.483 0.126
C -16.243 23.140 6.962 -2.189 1.226 0.895 -0.060
H -16.917 14.049 -1.144 -0.665 -0.031 -0.187 0.080
H -11.059 21.244 9.818 -0.035 -0.055 0.175 0.088
C -20.994 22.028 7.640 0.001 -0.306 0.327 -0.124
H -12.249 25.620 1.300 0.187 -0.346 0.022 0.125
N -12.402 25.574 8.313 0.144 -0.360 0.908 0.060
N -16.223 27.305 4.680 0.263 -0.510 -3.382 0.045
C -10.567 21.320 1.464 0.837 -1.338 0.750 -0.215
H -18.745 22.209 3.065 0.322 0.261 0.109 0.069
H -13.896 25.748 0.862 -0.644 0.472 -0.008 0.121
C -10.838 19.867 5.195 -1.504 0.391 0.828 -0.075
H -18.094 17.566 0.003 0.381 -0.343 -1.404 0.059
H -14.537 18.431 2.659 0.478 0.377 0.050 0.100
C -17.175 25.326 3.454 1.132 0.530 0.299 -0.018
H -10.225 23.949 7.678 0.871 0.759 -0.305 0.108
H -11.926 17.129 4.400 0.475 0.553 0.098 0.048
C -13.240 16.205 -0.103 1.664 -0.006 -0.169 -0.053
C -16.935 26.027 4.778 2.030 -0.187 0.802 -0.405
H -18.505 20.679 0.228 -0.887 -0.274 -0.925 0.066
H -20.877 21.700 8.701 -0.129 0.073 -0.929 0.099
H -11.432 22.386 11.147 -0.401 -0.092 0.166 0.091
O -10.523 19.873 1.739 0.277 1.631 -1.812 -0.085
H -16.964 22.460 -0.522 0.541 0.374 0.180 0.120
H -11.632 21.294 -0.404 0.806 -0.126 -0.055 0.121
H -22.039 21.918 7.308 0.132 -0.068 0.221 0.086
H -12.107 16.241 -0.261 -1.520 -0.181 0.322 0.114
O -10.423 22.999 -0.197 -0.809 0.209 0.638 -0.094
O -14.978 22.808 -1.127 0.158 -1.039 -0.033 -0.090
C -22.248 16.456 0.655 -0.809 0.408 0.066 -0.111
H -11.611 24.327 5.676 -0.154 0.294 0.489 0.096
H -13.021 21.007 5.016 0.059 0.056 0.018 0.121
C -12.541 15.195 3.898 0.306 0.115 -1.669 -0.428
N -18.438 18.140 0.731 2.084 -0.428 0.807 0.090
H -11.122 19.231 6.058 0.602 -0.109 -0.405 0.107
H -17.696 25.990 2.807 -0.385 0.633 -0.813 0.071
H -22.997 17.244 0.624 -0.743 -0.004 0.365 0.080
H -16.008 14.774 -2.501 -0.060 0.259 0.103 0.095
H -12.980 23.304 5.910 -0.275 -0.574 0.008 0.051
H -20.741 23.083 7.591 0.084 0.347 -0.010 0.077
C -19.276 20.102 -0.351 1.624 -0.040 -0.766 -0.051
H -16.336 20.468 -1.261 -0.258 -0.858 -0.709 0.105
H -15.668 20.409 4.406 -0.327 -0.668 0.800 0.052
H -16.236 16.422 4.011 -0.061 0.575 0.162 0.088
H -12.944 24.389 3.451 0.382 0.329 -0.314 0.110
H -13.813 15.839 -2.097 0.181 -0.450 0.144 0.125
C -13.909 16.638 -1.360 0.031 0.594 -1.793 -0.456
O -16.950 24.191 6.253 0.472 -1.010 0.485 -0.194
H -13.481 19.342 5.044 -1.283 -1.751 1.248 0.104
H -19.780 22.662 5.361 0.113 0.954 -0.092 0.109
H -17.096 22.637 7.503 1.200 -0.271 -0.886 0.107
O -13.385 26.428 3.449 -0.390 0.416 0.427 -0.072
H -10.948 20.892 5.561 0.085 0.228 -0.038 0.071
H -13.378 21.152 2.545 0.006 -1.103 0.985 0.147
H -12.517 22.224 9.656 -0.691 -0.439 0.747 0.075
H -15.830 16.965 -2.380 0.667 0.025 1.249 0.146
H -9.665 21.782 1.964 -0.833 -0.201 -0.795 0.138
C -14.032 15.483 3.910 0.830 -0.869 1.370 -0.236
H -14.265 22.133 -1.259 -0.743 0.615 0.183 0.101
N -12.373 14.184 2.816 0.312 -0.890 0.705 0.020
C -11.058 23.407 8.049 -1.125 -0.750 0.701 -0.180
H -18.870 19.772 -1.347 0.170 0.301 0.912 0.104
C -10.625 21.592 -0.029 0.286 0.498 0.451 -0.237
H -18.467 17.492 1.495 -0.634 0.125 0.611 0.082
C -19.170 21.223 3.172 -0.849 -0.008 -0.851 -0.071
N -19.838 19.370 4.554 -0.837 -0.404 0.133 0.032
H -21.549 18.842 -0.211 -0.433 -0.156 0.314 0.128
H -16.193 16.109 5.729 0.552 -0.016 0.085 0.088
O -16.084 15.814 -0.640 -0.026 0.321 -0.846 -0.196
```
Forces are in eV/Å.

The largest force on an atom is 3.4 eV/Å. As for the relative energy (zero: lowest compared OMol25 entry of this formula, charge and spin): 52.8 kcal/mol. The SMILES is COC[C@H](C)N.COC[C@H](C)N.COC[C@H](C)N.COC[C@H](C)N.COC[C@H](C)N.COC[C@H](C)N.COC[C@H](C)N.OCCO.OCCO.OCCO. The highest occupied orbital energy comes out at -8.564 eV. As for the gap between HOMO and LUMO: 9.04 eV.